Entry 1:
Below is the ion C6H10O with charge -1 in a non-equilibrium geometry, with properties calculated with ωB97M-V with the def2-TZVPD basis set.

```
17
Properties=species:S:1:pos:R:3:mulliken_charge:R:1
C -2.21 -0.33 0.76 -1.421
C -1.39 0.00 -0.36 0.701
C -1.61 0.87 -1.46 -1.180
C 2.46 -0.25 0.02 -0.232
O 3.17 0.24 1.11 -0.306
C 1.06 0.18 -0.02 -0.622
C -0.03 -0.54 -0.29 -0.589
H -1.68 -0.71 1.60 0.337
H -2.88 -1.06 0.35 0.346
H -2.77 0.48 1.15 0.370
H -2.48 1.43 -1.60 0.377
H -0.82 1.01 -2.21 0.299
H 3.03 0.02 -0.86 0.144
H 2.74 -1.32 -0.03 0.234
H 2.54 0.38 1.85 0.262
H 0.95 1.30 0.18 0.138
H -0.08 -1.71 -0.18 0.143
```

Frontier orbital gap (alpha / beta) = 3.406 / 7.829 eV
Spin multiplicity = 2
Total charge = -1
LUMO level (alpha / beta) = 4.251 / 4.131 eV
Energy relative to the best compared isomer or geometry (same formula, charge and spin) = 171.1 kJ/mol
F_max = 6.02 eV/Å
E_HOMO (alpha / beta) = 0.0311 / -0.1359 Ha
<S²> = 0.759
Energy = -309.72297 hartree

***

Entry 2:
Below is the molecule C6H10O, with properties calculated with ωB97M-V with the def2-TZVPD basis set.

```
17
Properties=species:S:1:pos:R:3:mulliken_charge:R:1
C 1.96 -0.65 -0.05 -1.383
C 0.77 -0.65 -0.99 0.176
C -0.49 -1.36 -0.59 -0.787
C -0.49 0.14 -0.68 0.052
C -0.53 0.98 0.58 -0.510
C -1.83 1.62 1.02 -0.111
O -2.88 1.61 0.42 -0.472
H 2.58 -1.54 -0.20 0.382
H 1.66 -0.64 1.00 0.271
H 2.60 0.23 -0.22 0.314
H 1.04 -0.72 -2.04 0.357
H -1.03 -1.93 -1.35 0.265
H -0.52 -1.82 0.39 0.245
H -1.00 0.57 -1.54 0.355
H 0.20 1.82 0.55 0.322
H -0.20 0.37 1.43 0.199
H -1.74 2.15 1.99 0.324
```

Frontier orbital gap = 10.699 eV
LUMO level = 1.002 eV
Energy relative to the best compared isomer or geometry (same formula, charge and spin) = 71.8 kJ/mol
F_max = 0.52 eV/Å
E_HOMO = -0.3564 Ha
SMILES = C[C@H]1C[C@H]1CC=O
Energy = -309.81501 hartree

***

Entry 3:
Below is the molecule C6H10O, with properties calculated with ωB97M-V with the def2-TZVPD basis set.

```
17
Properties=species:S:1:pos:R:3:mulliken_charge:R:1
O 1.56 -0.44 1.44 -0.545
C 1.40 -0.25 0.03 -0.262
C 1.05 1.19 -0.31 -0.399
C -0.22 1.59 -0.27 -0.370
C -1.37 0.70 0.12 -0.487
C -1.05 -0.82 0.09 -0.868
C 0.32 -1.18 -0.51 -0.586
H 0.69 -0.31 1.83 0.385
H 2.38 -0.51 -0.39 0.427
H 1.84 1.88 -0.57 0.373
H -0.47 2.63 -0.51 0.381
H -2.23 0.92 -0.52 0.371
H -1.69 0.99 1.13 0.266
H -1.13 -1.23 1.11 0.346
H -1.83 -1.35 -0.48 0.340
H 0.58 -2.21 -0.26 0.291
H 0.29 -1.09 -1.60 0.340
```

Frontier orbital gap = 10.389 eV
LUMO level = 0.926 eV
Energy relative to the best compared isomer or geometry (same formula, charge and spin) = 21.7 kJ/mol
F_max = 0.32 eV/Å
E_HOMO = -0.3477 Ha
SMILES = O[C@@H]1C=CCCC1
Energy = -309.83410 hartree

***

Entry 4:
Below is the molecule C6H10O in a non-equilibrium geometry, with properties calculated with ωB97M-V with the def2-TZVPD basis set.

```
17
Properties=species:S:1:pos:R:3:mulliken_charge:R:1
C 1.60 -2.69 0.91 -1.231
C 0.50 -1.74 0.62 0.181
C 0.12 -1.14 -0.59 -0.574
C -0.83 0.03 -0.57 -0.697
C -0.63 1.33 -0.32 0.914
C -1.28 2.50 -0.88 -1.248
O 0.42 1.73 0.53 -0.497
H 1.97 -2.60 1.98 0.305
H 2.46 -2.48 0.33 0.326
H 1.22 -3.71 0.93 0.319
H -0.08 -1.51 1.55 0.381
H -0.01 -1.77 -1.50 0.322
H -1.83 -0.49 -0.48 0.191
H -1.93 2.25 -1.70 0.322
H -2.10 2.70 -0.07 0.252
H -0.62 3.23 -1.22 0.388
H 0.64 0.86 0.92 0.348
```

Frontier orbital gap = 8.966 eV
LUMO level = 0.906 eV
Energy relative to the best compared isomer or geometry (same formula, charge and spin) = 322.8 kJ/mol
F_max = 5.23 eV/Å
E_HOMO = -0.2962 Ha
SMILES = C/C=C/C=C(/C)O
Energy = -309.71942 hartree

***

Entry 5:
Below is the molecule C6H10O in a non-equilibrium geometry, with properties calculated with ωB97M-V with the def2-TZVPD basis set.

```
17
Properties=species:S:1:pos:R:3:mulliken_charge:R:1
C 0.60 0.30 -1.98 -1.371
C -0.28 -0.28 -0.90 0.106
O 0.39 -1.42 -0.34 -0.408
C -0.04 -1.53 0.97 -0.358
C -0.50 -0.21 1.47 -0.656
C 0.46 1.35 1.01 -1.143
C -0.60 0.64 0.29 0.479
H 0.83 -0.45 -2.74 0.351
H 1.54 0.67 -1.54 0.333
H 0.10 1.15 -2.46 0.357
H -1.24 -0.63 -1.30 0.333
H -1.24 -1.62 1.07 0.213
H 0.60 -2.26 1.50 0.352
H -0.91 -0.22 2.47 0.375
H 1.47 1.01 1.10 0.313
H 0.27 2.39 1.32 0.306
H -1.50 1.22 0.16 0.417
```

Frontier orbital gap = 8.731 eV
LUMO level = 1.050 eV
Energy relative to the best compared isomer or geometry (same formula, charge and spin) = 314.4 kJ/mol
F_max = 4.12 eV/Å
E_HOMO = -0.2823 Ha
SMILES = C[C@H]1OC[C@H]2C[C@H]21
Energy = -309.72262 hartree

***

Entry 6:
Below is a structure of composition C6H10O in a non-equilibrium geometry, with properties calculated with ωB97M-V with the def2-TZVPD basis set.

```
17
Properties=species:S:1:pos:R:3:mulliken_charge:R:1
C -0.50 0.02 1.29 -0.746
C 0.77 -0.26 0.66 -0.157
C -0.43 -0.80 -0.14 -0.497
C 0.15 -0.15 -1.42 0.066
O -0.53 0.96 -1.98 -0.466
C 0.05 1.79 -0.96 -0.530
C 1.06 0.68 -0.52 -0.245
H -0.61 -0.51 2.26 0.265
H -1.05 -2.40 1.82 0.033
H -1.02 0.97 1.35 0.127
H 1.55 -0.84 1.14 0.371
H -0.79 -2.70 1.20 0.003
H -1.16 -1.57 -0.19 0.461
H 0.58 -0.82 -2.18 0.375
H -0.71 2.09 -0.23 0.188
H 0.52 2.67 -1.40 0.291
H 2.11 0.89 -0.69 0.462
```

Frontier orbital gap = 10.227 eV
LUMO level = 1.119 eV
Energy relative to the best compared isomer or geometry (same formula, charge and spin) = 484.7 kJ/mol
F_max = 1.26 eV/Å
E_HOMO = -0.3347 Ha
Energy = -309.65776 hartree

***

Entry 7:
Below is the molecule C6H10O in a non-equilibrium geometry, with properties calculated with ωB97M-V with the def2-TZVPD basis set.

```
17
Properties=species:S:1:pos:R:3:mulliken_charge:R:1
C -1.70 -1.61 -0.15 -0.616
O -1.38 -0.29 0.15 -0.345
C -0.52 0.12 -0.86 0.012
C 0.97 -0.05 -0.76 -0.281
C 1.48 0.00 0.68 -0.568
C 0.84 1.40 0.84 -0.518
C 0.32 1.34 -0.62 -0.477
H -2.53 -1.89 0.51 0.225
H -0.83 -2.27 0.00 0.271
H -1.88 -1.63 -1.30 0.251
H -0.98 -0.33 -1.81 0.283
H 1.53 -0.42 -1.61 0.386
H 2.57 0.01 0.74 0.289
H 1.10 -0.79 1.35 0.206
H 1.62 2.17 0.95 0.275
H 0.12 1.53 1.65 0.256
H 0.34 2.20 -1.28 0.350
```

Frontier orbital gap = 10.352 eV
LUMO level = 1.117 eV
Energy relative to the best compared isomer or geometry (same formula, charge and spin) = 233.8 kJ/mol
F_max = 2.34 eV/Å
E_HOMO = -0.3394 Ha
SMILES = CO[C@@H]1[C@@H]2CC[C@@H]21
Energy = -309.75331 hartree

***

Entry 8:
Below is the molecule C6H10O, with properties calculated with ωB97M-V with the def2-TZVPD basis set.

```
17
Properties=species:S:1:pos:R:3:mulliken_charge:R:1
C 2.11 0.22 0.41 -1.507
C 0.66 -0.12 0.25 0.725
C 0.03 -1.26 0.58 -0.583
C -1.37 -1.21 0.02 -0.586
C -1.67 0.29 0.03 -0.734
C -0.32 0.72 -0.54 0.179
O -0.13 2.11 -0.58 -0.540
H 2.26 1.06 1.09 0.318
H 2.55 0.48 -0.56 0.336
H 2.67 -0.64 0.80 0.362
H 0.48 -2.13 1.04 0.410
H -2.11 -1.88 0.46 0.378
H -1.27 -1.43 -1.08 0.197
H -2.51 0.58 -0.60 0.285
H -1.82 0.69 1.04 0.300
H -0.34 0.25 -1.57 0.124
H 0.80 2.28 -0.77 0.336
```

Frontier orbital gap = 9.871 eV
LUMO level = 0.906 eV
Energy relative to the best compared isomer or geometry (same formula, charge and spin) = 43.5 kJ/mol
F_max = 0.91 eV/Å
E_HOMO = -0.3295 Ha
SMILES = CC1=CCC[C@H]1O
Energy = -309.82579 hartree

***

Entry 9:
Below is the molecule C6H10O, with properties calculated with ωB97M-V with the def2-TZVPD basis set.

```
17
Properties=species:S:1:pos:R:3:mulliken_charge:R:1
C 0.51 2.49 -0.32 -0.938
C -0.53 1.44 -0.06 -0.405
C -0.71 -0.77 -0.99 -0.399
C -0.95 -1.96 -0.15 -0.355
C -0.22 -1.94 0.96 -0.299
C 0.68 -0.75 1.00 -0.377
O 0.30 -0.03 -0.24 -0.124
H -0.05 3.41 -0.07 0.351
H 0.78 2.55 -1.38 0.241
H 1.43 2.46 0.29 0.274
H -0.67 1.31 1.02 0.064
H -0.31 -0.90 -2.00 0.289
H -1.61 -0.14 -1.08 0.360
H -1.71 -2.68 -0.41 0.401
H -0.26 -2.68 1.75 0.403
H 0.50 -0.08 1.86 0.245
H 1.74 -1.02 1.03 0.270
```

Frontier orbital gap = 7.703 eV
LUMO level = 0.923 eV
Energy relative to the best compared isomer or geometry (same formula, charge and spin) = 461.5 kJ/mol
F_max = 0.65 eV/Å
E_HOMO = -0.2492 Ha
Energy = -309.66660 hartree

***

Entry 10:
Below is the molecule C6H10O in a non-equilibrium geometry, with properties calculated with ωB97M-V with the def2-TZVPD basis set.

```
17
Properties=species:S:1:pos:R:3:mulliken_charge:R:1
C 1.41 0.21 -1.66 -0.674
C 0.24 0.48 -1.07 -0.410
C 0.09 1.48 0.32 -0.339
C -0.04 0.52 1.43 -0.880
C 0.09 -0.82 0.53 1.143
C -1.26 -1.46 0.23 -1.388
O 1.08 -1.54 0.77 -0.655
H 1.53 0.24 -2.74 0.313
H 2.25 -0.15 -1.07 0.259
H -0.62 0.68 -1.72 0.364
H -0.81 2.06 0.09 0.255
H 0.99 2.09 0.35 0.306
H -1.00 0.58 1.95 0.300
H 0.80 0.53 2.12 0.330
H -1.16 -2.04 -0.69 0.342
H -1.52 -2.14 1.05 0.377
H -2.06 -0.72 0.11 0.357
```

Frontier orbital gap = 8.476 eV
LUMO level = -0.246 eV
Energy relative to the best compared isomer or geometry (same formula, charge and spin) = 287.6 kJ/mol
F_max = 5.91 eV/Å
E_HOMO = -0.3205 Ha
SMILES = C=CCCC(C)=O
Energy = -309.73282 hartree

***

Entry 11:
Below is a cluster of 2 separate species, C6H10O in total, with properties calculated with ωB97M-V with the def2-TZVPD basis set.

```
17
Properties=species:S:1:pos:R:3:mulliken_charge:R:1
O 1.96 -1.12 0.97 -0.593
C 0.95 -0.57 0.55 0.327
C 0.88 0.91 0.43 -0.111
C -0.23 1.53 0.00 -0.329
C -1.47 0.78 -0.41 -0.658
C -1.56 -0.58 0.27 -0.665
C -0.26 -1.36 0.11 -0.572
H 1.77 1.46 0.72 0.413
H -0.24 2.61 -0.06 0.367
H -1.45 0.65 -1.51 0.299
H -2.36 1.39 -0.19 0.364
H -1.75 -0.42 1.34 0.297
H -2.40 -1.15 -0.13 0.301
H -0.26 -2.30 0.67 0.305
H -0.10 -1.62 -0.95 0.262
H 3.22 -0.28 -0.58 -0.203
H 3.30 0.09 -1.22 0.196
```

Frontier orbital gap = 10.094 eV
LUMO level = 0.535 eV
Energy relative to the best compared isomer or geometry (same formula, charge and spin) = 76.8 kJ/mol
F_max = 0.48 eV/Å
E_HOMO = -0.3513 Ha
SMILES = O=C1C=CCCC1.[H][H]
Energy = -309.81313 hartree

***

Entry 12:
Below is the molecule C6H10O in a non-equilibrium geometry, with properties calculated with ωB97M-V with the def2-TZVPD basis set.

```
17
Properties=species:S:1:pos:R:3:mulliken_charge:R:1
C 0.58 0.95 1.00 -1.626
C -0.15 -0.07 0.01 1.913
C -1.29 -0.79 0.74 -1.813
C -0.73 0.73 -1.16 -1.460
C 0.88 -1.07 -0.45 -1.061
C 2.07 -0.70 -0.85 0.644
O 3.15 -0.43 -1.23 -0.435
H 1.08 0.43 1.82 0.361
H -0.19 1.60 1.43 0.422
H 1.28 1.61 0.48 0.403
H -1.81 -1.49 0.07 0.418
H -0.92 -1.38 1.59 0.426
H -2.03 -0.08 1.13 0.399
H 0.05 1.27 -1.71 0.372
H -1.25 0.08 -1.87 0.368
H -1.45 1.48 -0.80 0.359
H 0.75 -2.12 -0.19 0.309
```

Frontier orbital gap = 9.535 eV
LUMO level = 0.757 eV
Energy relative to the best compared isomer or geometry (same formula, charge and spin) = 46.2 kJ/mol
F_max = 1.78 eV/Å
E_HOMO = -0.3226 Ha
SMILES = CC(C)(C)C=C=O
Energy = -309.82478 hartree